No. 1
Entry from the OMol25 dataset: C28H28F6InN4O5S2Si as an isolated structure (ωB97M-V with the def2-TZVPD basis set).

The geometry in XYZ format:
```
75
Properties=species:S:1:pos:R:3:forces:R:3
In -0.134 1.004 -1.670 0.5166 0.3779 0.1903
C -0.333 1.813 3.194 -0.0210 0.1383 -0.0752
C 0.194 0.998 2.054 -0.1585 -0.0299 -0.1594
O -0.370 0.980 0.947 0.9427 -0.1849 -0.0845
N 1.282 0.256 2.287 0.1308 -0.1691 0.0716
C 1.854 -0.609 1.270 0.0402 0.1201 -0.1778
C 2.881 0.123 0.441 0.0909 -0.1387 0.0884
C 4.177 0.328 0.895 0.0088 -0.0277 -0.1147
C 5.064 1.030 0.094 -0.1247 -0.0049 0.0350
C 4.618 1.514 -1.127 0.0492 0.0269 -0.0085
C 3.307 1.270 -1.493 0.0834 -0.0406 -0.0488
N 2.459 0.584 -0.733 -0.2857 0.1588 -0.0524
H -0.428 2.851 2.876 0.0523 0.0219 -0.0174
H 0.290 1.747 4.081 -0.0105 -0.0233 0.0362
H -1.342 1.470 3.424 0.0311 -0.0721 0.1092
H 1.736 0.309 3.183 -0.1205 0.0489 0.0273
H 1.048 -0.905 0.600 0.0176 -0.2259 0.0912
H 2.282 -1.486 1.753 -0.0218 -0.0045 -0.0258
H 4.488 -0.071 1.851 0.0168 -0.0173 0.0334
H 6.081 1.198 0.419 0.0248 0.0074 -0.0148
H 5.276 2.069 -1.779 0.0039 0.0220 -0.0478
H 2.904 1.625 -2.436 0.0941 0.0714 -0.0487
F -5.072 0.968 1.011 0.1248 0.1235 -0.0719
C -4.459 2.157 1.144 -0.0338 -0.2972 0.1746
F -4.681 2.578 2.398 0.1796 0.0689 -0.0691
F -5.004 3.018 0.304 0.2531 0.0002 -0.0805
S -2.567 1.901 0.982 -2.2329 0.2376 0.3797
O -2.642 1.565 -0.661 0.3199 -0.9530 -0.2993
O -2.065 3.256 0.958 0.2847 0.3736 -0.0001
N -3.166 0.301 -1.151 -0.1492 0.0943 -0.0949
S -2.808 -1.026 -0.458 -0.2636 0.4354 0.3625
O -1.690 -1.820 -1.180 -0.2340 0.2257 0.1975
O -2.613 -1.060 0.958 0.1561 -0.3158 0.1807
C -4.312 -2.062 -0.898 -0.4726 0.0437 -0.4356
F -4.219 -2.503 -2.150 0.1556 0.0960 0.0095
F -4.369 -3.108 -0.086 0.2473 0.1847 0.1099
F -5.409 -1.351 -0.771 0.0958 0.1138 0.1452
C 1.004 7.695 -0.187 0.0119 0.0329 0.0294
C 0.809 6.224 -0.376 -0.0877 -0.1790 -0.0529
C -0.130 5.722 -1.271 0.1118 0.0696 0.0194
C -0.223 4.356 -1.467 -0.0293 -0.0037 -0.0259
N 0.538 3.475 -0.823 -0.2127 -0.3515 -0.2464
C 1.404 3.945 0.071 0.1400 -0.0884 0.1109
C 1.577 5.292 0.322 -0.0516 0.0341 -0.0435
H 0.249 8.265 -0.723 -0.0025 0.0269 0.0115
H 1.985 7.990 -0.562 0.0011 0.0239 -0.0071
H 0.965 7.967 0.868 -0.0154 -0.0068 0.0181
H -0.771 6.396 -1.822 -0.0352 -0.0184 -0.0387
H -0.938 3.941 -2.172 -0.0269 0.0996 -0.0012
H 1.988 3.200 0.602 0.0570 0.0245 0.0017
H 2.309 5.620 1.048 0.0309 -0.0253 0.0276
C 3.320 -2.857 -2.330 -0.0300 0.0437 0.0664
C 2.930 -3.643 -1.256 0.0848 -0.0159 0.0267
C 1.583 -3.846 -0.997 -0.2055 0.0099 0.1361
C 0.604 -3.242 -1.785 -0.3674 -0.1185 0.0860
C 1.015 -2.452 -2.864 -0.1486 -0.1017 -0.0307
C 2.359 -2.269 -3.140 -0.0174 0.0466 -0.0774
Si -1.234 -3.469 -1.472 0.6105 -0.1563 0.1192
C -1.719 -4.545 -0.031 0.1111 0.1585 -0.2350
C -1.385 -4.209 1.284 0.0883 0.1163 -0.1597
C -1.761 -5.021 2.340 0.0280 0.0484 0.0930
C -2.480 -6.184 2.103 0.0127 0.0987 -0.0554
C -2.829 -6.526 0.805 -0.0475 -0.1041 0.0774
C -2.450 -5.715 -0.250 0.0798 0.1046 -0.1881
H 4.371 -2.710 -2.540 0.0181 -0.0176 -0.0192
H 3.677 -4.113 -0.629 0.0088 -0.0266 -0.0077
H 1.279 -4.488 -0.177 0.0606 -0.0059 0.0466
H 0.265 -2.013 -3.515 0.0556 0.0711 -0.0348
H 2.657 -1.687 -4.003 0.0177 0.0481 0.0148
H -1.969 -3.762 -2.705 0.0030 -0.2110 -0.0186
H -0.841 -3.291 1.475 0.0170 0.0177 0.0977
H -1.504 -4.743 3.352 0.0220 0.0080 0.0266
H -2.773 -6.811 2.934 -0.0284 -0.0400 -0.0081
H -3.407 -7.420 0.620 0.0094 -0.0433 -0.0302
H -2.728 -5.987 -1.260 -0.0650 -0.0549 -0.0435
```
Positions in Å, forces in eV/Å.

Calculated total energy, Ha: -3553.967155
Total charge: +1
LUMO level, eV: -2.092
HOMO energy, eV: -11.4216
M, Da: 821.6

=====

No. 2
Entry from the OMol25 dataset: C28H28N4O7PtTe as an isolated structure (ωB97M-V with the def2-TZVPD basis set).

The geometry in XYZ format:
```
69
Properties=species:S:1:pos:R:3:forces:R:3
Pt 2.846 1.615 -0.376 -0.0104 0.0334 -0.0477
O 6.228 3.636 -1.487 -0.0012 0.0114 0.0124
C 5.111 3.245 -1.188 -0.0078 -0.0380 -0.0483
O 4.866 2.114 -0.608 0.0392 0.0029 0.0026
C 3.852 4.135 -1.513 0.0145 0.0548 0.0839
O 4.009 5.231 -2.033 -0.0057 -0.0200 -0.0265
O 2.714 3.630 -1.186 -0.0240 -0.0230 -0.0122
O 1.216 0.927 -3.054 0.0078 -0.0045 -0.0121
C 0.513 0.814 -2.071 -0.0108 0.0360 0.0001
N -0.859 0.506 -2.155 0.0507 0.0360 0.0217
C -1.462 0.702 -0.849 0.0000 0.0226 -0.0034
C -0.193 0.838 0.042 -0.0129 -0.0149 0.0587
O -0.263 0.881 1.252 0.0142 -0.0004 -0.0034
N 0.897 0.929 -0.753 -0.0315 -0.0643 -0.0351
C -2.262 2.003 -0.819 -0.0548 -0.0246 -0.0169
C -3.522 2.027 -1.416 -0.0001 -0.0209 0.0516
C -4.249 3.204 -1.491 0.0010 0.0250 -0.0009
C -3.723 4.377 -0.965 -0.0189 -0.0090 -0.0125
C -2.472 4.360 -0.369 0.0259 -0.0050 0.0090
C -1.742 3.180 -0.291 0.0242 0.0122 -0.0433
C -2.305 -0.475 -0.392 -0.0117 0.0012 -0.0306
C -2.880 -0.453 0.878 0.0005 -0.0035 -0.0068
C -3.642 -1.523 1.320 0.0021 -0.0029 0.0025
C -3.852 -2.624 0.498 -0.0019 0.0027 -0.0018
C -3.286 -2.648 -0.767 0.0004 -0.0007 0.0015
C -2.511 -1.580 -1.206 0.0150 0.0023 0.0091
H -1.306 0.945 -2.947 -0.0028 -0.0194 -0.0085
H -3.937 1.106 -1.811 -0.0070 0.0112 -0.0020
H -5.227 3.206 -1.958 0.0002 -0.0042 0.0001
H -4.287 5.301 -1.022 0.0007 0.0008 0.0019
H -2.048 5.270 0.035 0.0028 -0.0022 0.0044
H -0.763 3.187 0.173 0.0135 0.0039 0.0054
H -2.696 0.395 1.525 0.0008 0.0012 -0.0012
H -4.065 -1.501 2.317 -0.0014 0.0008 -0.0004
H -4.448 -3.460 0.846 -0.0003 0.0011 0.0008
H -3.438 -3.504 -1.415 0.0006 0.0013 -0.0002
H -2.040 -1.604 -2.181 -0.0066 -0.0020 0.0025
Te 3.134 2.171 2.272 0.0045 0.0319 0.0510
C 1.819 0.982 3.430 0.0038 0.0097 -0.0161
C 0.916 1.575 4.314 0.0068 0.0165 -0.0078
C 0.073 0.807 5.105 -0.0086 -0.0155 0.0070
C 0.110 -0.579 5.027 0.0054 0.0059 0.0029
C 1.003 -1.181 4.149 0.0028 0.0004 0.0019
C 1.850 -0.411 3.362 -0.0189 -0.0235 -0.0073
H 0.864 2.656 4.363 -0.0030 -0.0001 0.0013
H -0.628 1.296 5.775 0.0019 -0.0004 0.0023
H -0.553 -1.183 5.636 -0.0025 0.0037 0.0011
H 1.037 -2.262 4.069 0.0027 0.0006 -0.0092
H 2.520 -0.896 2.661 0.0032 0.0016 0.0004
C 1.422 -2.163 -2.990 -0.0112 -0.0018 0.0112
N 2.321 -2.159 -1.854 0.0000 -0.0019 0.0200
C 3.649 -1.630 -2.115 -0.0002 0.0088 0.0006
C 1.915 -2.267 -0.552 0.0271 -0.0001 -0.0231
O 2.628 -1.966 0.391 -0.0316 -0.0277 0.0004
N 0.603 -2.747 -0.360 -0.0079 -0.0012 -0.0104
C 0.120 -2.575 1.001 0.0137 -0.0127 0.0254
C 0.302 -4.069 -0.876 0.0056 -0.0052 0.0096
H 1.633 -1.294 -3.613 0.0070 -0.0020 -0.0056
H 0.390 -2.083 -2.657 0.0010 -0.0048 0.0031
H 1.539 -3.073 -3.594 -0.0039 0.0011 -0.0002
H 4.138 -2.229 -2.891 -0.0035 0.0007 -0.0010
H 4.233 -1.658 -1.202 0.0038 -0.0022 -0.0010
H 3.583 -0.592 -2.450 0.0063 0.0004 0.0054
H 0.292 -1.557 1.339 -0.0056 0.0090 0.0040
H 0.623 -3.257 1.700 -0.0039 -0.0009 -0.0051
H -0.953 -2.778 1.011 -0.0037 0.0031 -0.0048
H 0.756 -4.231 -1.849 0.0037 0.0029 -0.0081
H -0.781 -4.184 -0.972 0.0025 0.0017 -0.0012
H 0.668 -4.853 -0.195 -0.0013 0.0009 -0.0009
```
Positions in Å, forces in eV/Å.

Calculated total energy, Ha: -2216.968594
Total charge: -2
LUMO level (spin up / spin down), eV: 4.078 / 4.078
HOMO energy (spin up / spin down), eV: -0.6967 / -1.2973
Spin multiplicity: 3
M, Da: 855.2
⟨S²⟩: 2.01

=====

No. 3
Entry from the OMol25 dataset: C28H28N4PPtS3Te as an isolated structure (ωB97M-V with the def2-TZVPD basis set).

The geometry in XYZ format:
```
66
Properties=species:S:1:pos:R:3:forces:R:3
Pt 1.342 2.484 0.297 -0.5864 -0.1992 -0.0007
C 3.639 6.087 0.582 0.1232 -0.0219 -0.0293
C 3.143 4.693 0.388 0.9667 0.1764 0.1003
N 1.908 4.421 0.286 -0.6982 0.0053 -0.2292
N 0.948 5.383 0.304 -0.3746 -0.1795 0.0796
C -0.350 4.965 0.378 0.4306 -0.1733 0.0530
N -1.280 5.900 0.437 -0.2801 0.2074 -0.1320
S -0.812 3.325 0.418 0.2896 -0.0309 -0.0488
C 4.020 3.501 0.260 0.0042 0.2764 0.0845
C 5.391 3.581 0.263 0.2884 0.1899 0.0051
C 6.150 2.437 0.037 0.1237 0.1392 0.0248
C 5.501 1.256 -0.229 -0.0715 -0.1382 -0.0864
C 4.112 1.240 -0.203 0.0264 -0.0284 -0.0790
N 3.389 2.318 0.077 -0.0128 -0.2433 -0.0212
H 3.073 6.578 1.377 0.0118 0.0051 0.0000
H 3.537 6.671 -0.337 -0.0016 -0.0222 0.0197
H 4.685 6.109 0.871 -0.0278 0.0189 -0.0006
H 1.213 6.354 0.262 0.0202 0.0709 0.0326
H -1.086 6.878 0.294 -0.0473 -0.0023 0.0578
H -2.246 5.604 0.450 0.0185 0.0746 0.0270
H 5.874 4.534 0.428 0.0408 -0.0746 -0.0209
H 7.232 2.483 0.044 -0.0447 0.0434 0.0006
H 6.046 0.351 -0.462 -0.0652 0.0150 0.0325
H 3.557 0.347 -0.429 -0.0237 -0.0391 0.0370
C 0.324 -0.880 -1.087 0.0155 -0.0440 0.0062
Te 0.484 0.079 0.810 -0.2384 -0.3093 0.4545
C 2.101 -1.377 1.050 0.1636 0.0802 -0.2998
C 1.570 -2.558 0.270 -0.0447 0.0308 0.0062
C 1.908 -3.871 0.586 0.0168 0.0216 -0.0348
C 1.373 -4.924 -0.141 -0.0161 -0.0024 0.0089
C 0.493 -4.674 -1.188 -0.0006 0.0232 0.0353
C 0.152 -3.369 -1.512 0.0101 -0.0018 -0.0297
C 0.686 -2.310 -0.785 0.0604 -0.0142 0.0509
H 1.037 -0.410 -1.763 -0.0185 0.0623 -0.0441
H -0.686 -0.747 -1.471 0.0705 -0.0563 0.0995
H 2.214 -1.600 2.109 -0.0653 0.0571 0.0166
H 3.066 -1.044 0.673 0.0321 -0.1126 0.0442
H 2.592 -4.068 1.404 -0.0572 0.0067 -0.0022
H 1.631 -5.944 0.119 -0.0054 0.0452 -0.0175
H 0.058 -5.497 -1.740 0.0269 0.0180 -0.0032
H -0.539 -3.171 -2.324 -0.0200 0.0068 0.0582
S -5.702 0.331 0.852 0.1556 -0.2160 -0.0765
P -3.938 -0.428 0.469 -0.3264 0.2820 0.1300
S -2.411 0.884 0.787 0.0140 0.0811 -0.2455
C -3.822 -1.083 -1.226 0.1092 0.0917 -0.1027
C -3.011 -0.492 -2.189 -0.1464 -0.1077 -0.1060
C -2.984 -0.996 -3.486 0.0185 0.0320 0.0555
C -3.773 -2.086 -3.824 0.0355 0.0027 -0.0296
C -4.594 -2.671 -2.867 -0.0180 -0.0087 0.0732
C -4.620 -2.172 -1.573 0.0511 -0.0324 -0.0489
C -3.537 -1.879 1.488 0.1463 0.0641 0.0606
C -4.233 -2.125 2.661 0.0127 -0.1190 0.0633
C -3.813 -3.145 3.512 -0.0380 0.0365 -0.0298
C -2.699 -3.906 3.192 0.0121 -0.0229 0.0176
C -2.005 -3.666 2.010 -0.0104 0.0517 -0.0627
C -2.427 -2.655 1.160 -0.0382 -0.0989 0.1396
H -2.420 0.375 -1.914 -0.0567 0.0191 -0.0175
H -2.354 -0.531 -4.236 -0.0297 -0.0041 0.0209
H -3.757 -2.477 -4.835 -0.0042 0.0225 0.0445
H -5.223 -3.512 -3.133 0.0303 0.0196 0.0188
H -5.264 -2.623 -0.826 -0.0041 0.0177 -0.0287
H -5.095 -1.513 2.900 0.0178 -0.0183 -0.0034
H -4.359 -3.342 4.426 0.0214 0.0167 -0.0268
H -2.370 -4.692 3.863 -0.0279 0.0282 -0.0438
H -1.140 -4.265 1.750 -0.0130 -0.0025 -0.0140
H -1.898 -2.467 0.234 0.0488 -0.0160 -0.0436
```
Positions in Å, forces in eV/Å.

Calculated total energy, Ha: -3225.878496
Total charge: +1
LUMO level, eV: -4.761
HOMO energy, eV: -8.6423
M, Da: 870.4

=====

No. 4
Entry from the OMol25 dataset: C28H29AsF5IrOSi2Te as an isolated structure (ωB97M-V with the def2-TZVPD basis set).

The geometry in XYZ format:
```
68
Properties=species:S:1:pos:R:3:forces:R:3
Ir -0.190 1.073 -0.164 -0.5415 -0.5263 0.6135
C 3.155 0.067 -0.853 0.1081 0.0770 0.0178
Si 2.139 1.187 0.221 0.0717 -0.2303 0.1683
C 2.564 0.986 2.010 0.0423 -0.0149 -0.0563
C 1.925 2.821 -0.616 0.3267 0.5231 -0.3438
C 2.748 3.594 -1.423 -0.0186 -0.1932 0.1602
C 2.194 4.365 -2.441 0.1598 0.1196 -0.0933
C 0.843 4.294 -2.729 -0.0614 0.0018 -0.1173
C -0.001 3.534 -1.935 -0.0839 0.0765 -0.1518
C 0.520 2.832 -0.838 -0.0323 0.5665 -0.2358
Si -1.167 3.335 0.793 1.0239 0.5395 -0.5630
C -0.132 3.960 2.180 0.0572 0.0881 -0.2144
C -2.037 4.639 -0.185 0.0943 0.2181 0.0174
H 4.170 0.481 -0.871 0.0150 -0.0401 -0.0054
H 2.795 0.026 -1.881 -0.0078 0.0220 0.0217
H 3.214 -0.949 -0.463 0.0234 0.0086 0.0106
H 3.650 1.059 2.118 0.0042 -0.0342 -0.0061
H 2.251 -0.005 2.342 0.0206 -0.0574 0.0218
H 2.110 1.720 2.665 -0.1081 0.1305 0.0602
H 3.823 3.573 -1.297 0.0036 -0.0073 0.0088
H 2.834 4.990 -3.051 0.0141 -0.0057 0.0134
H 0.441 4.838 -3.573 -0.0030 -0.0010 -0.0010
H -1.054 3.504 -2.175 0.0501 -0.0154 0.0331
H 0.641 4.636 1.812 -0.0149 -0.0021 -0.0006
H 0.345 3.151 2.721 0.0749 -0.1465 0.1443
H -0.779 4.502 2.873 0.0075 0.0047 0.0109
H -1.365 5.404 -0.571 -0.0085 0.0268 0.0237
H -2.715 5.105 0.535 -0.0278 0.0169 0.0048
H -2.646 4.259 -1.004 -0.0230 -0.0642 0.0783
F -4.409 1.646 2.747 0.0542 -0.0323 -0.0251
Te -2.620 1.236 2.769 -0.1809 -0.6069 0.5563
F -2.373 2.717 3.950 0.0366 0.0433 0.0065
F -0.402 0.692 1.779 -0.0940 0.0054 0.0238
F -2.927 0.035 4.229 0.0286 0.1374 -0.0653
F -3.017 -0.223 1.608 0.0295 0.0648 -0.0834
O -2.395 2.383 1.235 -1.0439 -0.5545 0.0866
C -4.640 -2.791 -1.933 0.0092 0.0114 0.0101
C -3.664 -3.727 -1.614 0.0051 -0.0090 0.0056
C -2.443 -3.310 -1.109 0.0145 -0.0261 -0.0061
C -2.209 -1.953 -0.922 -0.0350 0.0122 -0.0048
C -3.185 -1.014 -1.237 0.0292 0.0212 -0.0013
C -4.403 -1.437 -1.747 -0.0169 -0.0447 -0.0140
As -0.510 -1.370 -0.264 0.2165 -0.0776 -0.0456
C 0.839 -2.253 -1.306 -0.1285 0.0175 -0.0772
C 1.087 -2.121 -2.662 0.0045 -0.0271 0.0082
C 2.153 -2.814 -3.219 -0.0210 0.0168 -0.0003
C 2.950 -3.622 -2.416 0.0000 0.0028 0.0181
C 2.688 -3.758 -1.059 0.0092 -0.0237 -0.0068
C 1.622 -3.072 -0.490 -0.0110 -0.0610 -0.0044
C 1.202 -3.136 0.929 0.0512 0.0158 0.0028
C 1.823 -3.884 1.921 -0.0003 -0.0037 0.0249
C 1.304 -3.886 3.208 -0.0004 -0.0036 -0.0087
C 0.162 -3.159 3.516 0.0033 0.0111 0.0004
C -0.462 -2.395 2.538 -0.0272 -0.0130 -0.0117
C 0.069 -2.383 1.259 -0.0940 -0.0030 0.0004
H -5.592 -3.122 -2.326 -0.0029 0.0055 -0.0021
H -3.855 -4.782 -1.758 -0.0047 -0.0002 -0.0018
H -1.678 -4.038 -0.862 -0.0097 0.0013 -0.0031
H -3.010 0.043 -1.067 0.0060 -0.0190 -0.0026
H -5.169 -0.712 -1.989 0.0000 0.0077 0.0017
H 0.456 -1.497 -3.284 0.0049 0.0055 0.0001
H 2.361 -2.730 -4.277 0.0005 -0.0038 0.0002
H 3.778 -4.162 -2.855 0.0031 0.0018 0.0005
H 3.310 -4.407 -0.456 0.0045 0.0066 -0.0014
H 2.704 -4.471 1.697 -0.0014 -0.0016 -0.0035
H 1.790 -4.472 3.977 -0.0022 -0.0041 0.0000
H -0.247 -3.185 4.517 0.0059 -0.0025 0.0030
H -1.363 -1.846 2.773 -0.0089 0.0480 0.0001
```
Positions in Å, forces in eV/Å.

Calculated total energy, Ha: -4845.882102
Total charge: +1
LUMO level (spin up / spin down), eV: -4.676 / -5.496
HOMO energy (spin up / spin down), eV: -11.3075 / -11.3073
Spin multiplicity: 2
M, Da: 927.4
⟨S²⟩: 0.76

=====

Question: Among the records above, which one has the highest calculated total energy?
Answer: C28H28N4O7PtTe

=====

Question: Look up the M of the fourth one.
Answer: 927.4 Da

=====

Question: The lowest calculated total energy belongs to which entry?
Answer: C28H29AsF5IrOSi2Te

=====

Question: total charge of number 4 (C28H29AsF5IrOSi2Te)?
Answer: +1